(1)
{"formula": "C3H10N2", "method": "wB97M-V/def2-TZVPD", "symbols": ["C", "N", "C", "H", "H", "H", "H", "H", "C", "N", "H", "H", "H", "H", "H"], "positions_angstrom": [[0.763, 0.907, 1.571], [1.012, 1.303, 0.385], [0.004, 2.085, -0.285], [1.708, 0.476, 2.092], [-0.204, 0.886, 2.144], [0.156, 3.199, -0.124], [-0.989, 1.855, -0.022], [0.104, 1.892, -1.447], [-0.828, -1.760, -1.074], [0.305, -2.003, -0.093], [-1.096, -0.720, -1.178], [-1.573, -2.465, -0.691], [-0.386, -2.177, -1.984], [1.003, -1.317, -0.168], [0.021, -2.160, 0.876]], "mulliken_charge": [-0.28, -0.37, -0.79, 0.26, 0.28, 0.29, 0.36, 0.22, -0.59, -0.59, 0.14, 0.33, 0.24, 0.26, 0.23], "smiles": "C=NC.CN", "homo_ev": -8.9, "e_lumo_ev": 1.0017, "total_energy_ha": -229.735950, "homo_lumo_gap_ev": 9.86, "fmax_ha_per_bohr": 0.0662, "e_above_lowest_kcal_mol": 46.0}

(2)
{"formula": "C3H10N2", "method": "wB97M-V/def2-TZVPD", "symbols": ["C", "C", "H", "H", "H", "H", "H", "H", "N", "C", "N", "H", "H", "H", "H"], "positions_angstrom": [[-1.777, -0.807, 0.716], [-2.679, -0.594, 1.938], [-2.051, -1.660, 0.083], [-0.766, -1.018, 1.070], [-1.709, 0.179, 0.173], [-2.996, -1.578, 2.311], [-2.126, -0.215, 2.824], [-3.511, 0.068, 1.737], [2.293, 1.626, -1.734], [2.774, 0.535, -1.108], [2.698, -0.717, -1.495], [2.339, 2.502, -1.223], [2.138, 1.569, -2.742], [3.111, 0.808, -0.110], [2.261, -0.695, -2.439]], "mulliken_charge": [-0.69, -0.84, 0.29, 0.22, 0.21, 0.27, 0.26, 0.27, -0.20, 0.24, -0.27, 0.30, 0.30, 0.35, 0.27], "homo_ev": [-14.0, -14.0], "spin_multiplicity": 2, "e_lumo_ev": [-4.8993, -9.4774], "total_energy_ha": -229.439180, "homo_lumo_gap_ev": [9.14, 4.56], "fmax_ha_per_bohr": 0.0600, "charge": 1, "e_above_lowest_kcal_mol": 33.9}

(3)
{"formula": "C3H10N2O", "method": "wB97M-V/def2-TZVPD", "symbols": ["C", "C", "N", "C", "H", "H", "H", "H", "H", "H", "H", "N", "O", "H", "H", "H"], "positions_angstrom": [[-1.551, 0.853, -0.397], [-1.167, -0.593, -0.489], [-0.083, -1.090, -0.986], [0.880, -0.186, -1.604], [-0.684, 1.515, -0.408], [-2.220, 1.097, -1.225], [-2.091, 1.005, 0.542], [-1.915, -1.309, -0.107], [0.404, 0.607, -2.189], [1.503, -0.758, -2.299], [1.541, 0.256, -0.853], [1.124, 0.266, 2.035], [0.962, -1.170, 1.847], [2.030, 0.307, 2.508], [0.424, 0.463, 2.752], [0.844, -1.264, 0.873]], "mulliken_charge": [-1.09, 0.32, -0.69, -0.81, 0.34, 0.31, 0.33, 0.39, 0.35, 0.27, 0.27, -0.42, -0.42, 0.24, 0.23, 0.36], "smiles": "C/C=N\\C.NO", "homo_ev": -9.6, "e_lumo_ev": 1.0197, "total_energy_ha": -304.963694, "homo_lumo_gap_ev": 10.63, "fmax_ha_per_bohr": 0.0326, "e_above_lowest_kcal_mol": 69.6}

(4)
{"formula": "C3H10N2O", "method": "wB97M-V/def2-TZVPD", "symbols": ["N", "C", "N", "C", "C", "O", "H", "H", "H", "H", "H", "H", "H", "H", "H", "H"], "positions_angstrom": [[-1.085, 2.436, -0.548], [-0.956, 1.020, -0.552], [0.449, 0.581, -0.513], [0.599, -0.856, -0.383], [0.438, -1.318, 1.067], [1.357, -2.404, 1.276], [-1.309, 2.900, -1.408], [-0.431, 2.925, 0.036], [-1.421, 0.564, 0.340], [-1.470, 0.569, -1.406], [0.913, 0.927, -1.344], [-0.161, -1.432, -0.953], [1.565, -1.138, -0.796], [0.676, -0.495, 1.739], [-0.580, -1.687, 1.230], [1.415, -2.593, 2.215]], "mulliken_charge": [-0.54, -0.35, -0.42, -0.49, -0.46, -0.52, 0.21, 0.21, 0.24, 0.37, 0.22, 0.20, 0.45, 0.33, 0.26, 0.30], "smiles": "NCNCCO", "homo_ev": -8.9, "e_lumo_ev": 1.0478, "total_energy_ha": -305.023835, "homo_lumo_gap_ev": 9.91, "fmax_ha_per_bohr": 0.0203, "e_above_lowest_kcal_mol": 31.9}